Computed, not measured: a 2-piece molecular cluster, C3H8O2S overall in a non-equilibrium geometry, with the ωB97M-V functional and the def2-TZVPD basis.

Computed properties:
lowest unoccupied orbital energy = 5.87 eV
charge = -2
highest occupied orbital energy = -0.15 eV
relative energy (zero: lowest compared OMol25 entry of this formula, charge and spin) = 49.9 kJ/mol
energy = -667.69627 Ha
2S+1 = 1

XYZ file:
```
14
Properties=species:S:1:pos:R:3:forces:R:3
S -2.966909 -1.328146 -0.180018 0.645 0.243 -0.149
O 1.926725 0.417471 1.085503 -0.586 -0.171 0.701
O 3.902539 2.608802 -0.354597 0.168 -0.440 -0.065
C -1.266404 -0.710229 -0.741394 -1.211 -0.686 -0.158
C -0.304113 -0.465796 0.404797 -0.634 -0.145 2.048
C 0.921887 0.323275 0.080724 1.800 -0.362 -1.997
H 3.428619 3.232297 0.198549 -0.170 0.156 0.170
H 2.734528 0.776282 0.674536 -0.199 0.559 -0.179
H -1.464704 0.154288 -1.387247 0.367 0.023 0.257
H -0.884318 -1.529410 -1.367989 0.144 0.398 -0.020
H -0.839588 -0.024381 1.286813 0.197 -0.053 -0.804
H -0.019135 -1.459770 0.789785 0.114 0.217 -0.129
H 1.432689 -0.223413 -0.741342 -0.392 0.128 -0.126
H 0.713526 1.297969 -0.379292 -0.243 0.134 0.451
```
Positions in Å, forces in eV/Å.